[1]
Below is a single C2H3N3O2 molecule, with properties calculated with ωB97M-V/def2-TZVPD.

Its calculated total energy is -392.7559 a.u. The HOMO-LUMO gap is 9.90 eV. Its net charge is 0. The LUMO energy is 0.016 Ha. As for the SMILES: Nc1noc(=O)[nH]1.

```
10
Properties=species:S:1:pos:R:3:forces:R:3:nbo_charge:R:1
N 0.8849 1.0953 -1.1399 -0.115 0.005 -0.126 -0.807
C -0.0016 0.4201 -0.3339 -0.208 0.086 0.079 0.497
N -1.1539 0.8761 0.0292 0.404 0.009 -0.252 -0.211
O -1.6140 -0.0417 1.0013 -0.018 -0.166 0.255 -0.337
C -0.6898 -1.0104 1.2225 0.039 -0.147 0.145 0.856
O -0.7484 -1.8524 2.0749 0.036 0.230 -0.510 -0.584
N 0.3028 -0.7695 0.2740 0.048 0.068 0.115 -0.641
H 1.3370 0.5536 -1.8645 -0.099 -0.027 0.110 0.391
H 0.4849 1.9523 -1.5005 0.036 -0.083 0.027 0.406
H 1.1964 -1.2328 0.2518 -0.123 0.025 0.156 0.430
```
Positions in Å, forces in eV/Å.

---

[2]
Below is a single C2H3N3O2 molecule at a distorted geometry, with properties calculated with ωB97M-V/def2-TZVPD.

Its calculated total energy is -392.6055 a.u. The HOMO-LUMO gap is 10.45 eV. Its net charge is 0. The LUMO energy is -0.015 Ha. As for the SMILES: N#C[C@@H](N)[N+](=O)[O-].

```
10
Properties=species:S:1:pos:R:3:forces:R:3:nbo_charge:R:1
N 2.2320 2.3496 -0.1933 0.193 0.332 -0.268 -0.229
C 1.6723 1.3702 -0.0103 0.753 0.919 -0.225 0.226
C 0.9674 0.2089 0.3677 -6.222 0.290 0.100 -0.100
N -0.5422 0.2472 -0.1981 1.635 -1.986 2.911 -0.810
N 1.6512 -1.0714 -0.0239 -1.536 2.081 1.968 0.552
O 0.9525 -1.9167 -0.4553 -0.500 -2.126 -1.318 -0.344
O 2.7645 -1.1021 0.3573 2.944 -0.861 0.090 -0.334
H 0.7089 0.3177 1.4983 1.130 -0.983 -1.826 0.291
H -0.6848 0.4465 -1.1442 0.753 0.851 -1.884 0.368
H -0.9229 -0.7408 -0.1505 0.850 1.483 0.453 0.381
```
Positions in Å, forces in eV/Å.

---

[3]
Below is 2 unconnected molecules or ions with the total composition C2H3N3O2 at a distorted geometry, with properties calculated with ωB97M-V/def2-TZVPD.

Its calculated total energy is -392.4928 a.u. The HOMO-LUMO gap (spin up / spin down) is 9.22 / 8.24 eV. Its net charge is 0. The LUMO energy (spin up / spin down) is -0.076 / -0.034 Ha.

```
10
Properties=species:S:1:pos:R:3:forces:R:3:nbo_charge:R:1
C 0.3508 0.8616 2.0281 2.696 -1.060 4.251 0.179
C -0.0519 0.7517 0.7255 -0.027 1.062 -0.081 0.172
N 0.8833 0.6744 3.0624 -1.563 0.723 -2.031 -0.222
N -0.8907 -0.2159 0.3843 -1.108 -1.792 -1.351 -0.734
N 0.0610 2.0058 0.0031 -1.215 -0.791 -0.641 0.484
O 0.6573 2.8973 0.5906 -0.362 -0.195 -1.147 -0.345
O -0.5316 2.0089 -1.0864 1.130 0.741 0.902 -0.394
H 2.2793 0.2885 -0.2690 -0.150 0.003 0.070 0.004
H -1.4159 -0.7902 1.0806 1.104 0.883 -0.910 0.431
H -0.8162 -0.5753 -0.5822 -0.504 0.427 0.937 0.426
```
Positions in Å, forces in eV/Å.

---

The lowest calculated total energy belongs to which entry?
number 1